One molecule with the formula C5H5N. Source: the OMol25 dataset; level of theory: ωB97M-V with the def2-TZVPD basis set.

Calculated values
Energy above the lowest of the compared OMol25 structures with the same formula, charge and spin, kJ/mol: 260.4
HOMO, eV: -9.475
DFT total energy, Eh: -248.17585

CARTESIAN COORDINATES (ANGSTROEM)
1 N -2.65 -0.27 1.14
2 H 0.19 2.63 -1.66
3 H 0.36 -1.64 1.70
4 C -1.59 -0.33 0.75
5 C -0.28 -0.22 0.32
6 H 1.51 -0.61 1.41
7 C 0.72 -1.11 0.92
8 C -0.10 0.72 -0.63
9 H 0.43 0.98 -2.47
10 C 0.24 1.57 -1.57
11 H 1.17 -1.70 0.10